Here is a 12-piece molecular cluster, C39H111N15O12 overall from OMol25. Energies are from ωB97M-V with the def2-TZVPD basis set.

Structure (ORCA input):
```
! wB97M-V def2-TZVPD RIJCOSX def2/J DEFGRID3
* xyz 0 1
C -7.1308 -3.3252 22.4178
O -7.4814 -3.0258 21.0918
C -8.5596 -2.1185 20.9688
C -9.8713 -2.5826 21.5822
C -10.3043 -3.9161 20.9685
N -10.8801 -1.5265 21.4369
H -7.9161 -3.8527 22.9662
H -6.9124 -2.3925 22.9578
H -6.2401 -3.9452 22.3697
H -8.2913 -1.1765 21.4782
H -8.6561 -1.9058 19.9034
H -9.7186 -2.7220 22.6562
H -10.6967 -3.7438 19.9607
H -11.1176 -4.4079 21.5097
H -9.4635 -4.6099 20.8978
H -11.7294 -1.8830 21.8700
H -11.1891 -1.5216 20.4626
C -15.6593 -6.1269 18.3052
O -14.6144 -6.2642 19.2320
C -14.9069 -7.2756 20.2235
C -13.8696 -7.1375 21.3253
C -14.1025 -8.1968 22.3868
N -13.8793 -5.7869 21.9001
H -15.4400 -5.2254 17.7240
H -16.6494 -6.0159 18.7504
H -15.6159 -6.9483 17.5796
H -15.9386 -7.0921 20.5422
H -14.8142 -8.2403 19.7064
H -12.9035 -7.3055 20.8397
H -13.3947 -8.0627 23.2062
H -13.9836 -9.1660 21.8943
H -15.0988 -8.2108 22.8380
H -14.7318 -5.7041 22.4635
H -14.1060 -5.1350 21.1438
C -18.5539 -7.2970 15.4670
O -18.4606 -7.1191 16.8567
C -19.6155 -6.5660 17.4392
C -20.7903 -7.5366 17.5074
C -22.0880 -6.7910 17.7718
N -20.6326 -8.5999 18.5037
H -19.0969 -6.4920 14.9586
H -19.0463 -8.2538 15.2486
H -17.5624 -7.3723 15.0210
H -19.3724 -6.2705 18.4625
H -19.9285 -5.6771 16.8726
H -20.8897 -7.9931 16.5163
H -22.9164 -7.4862 17.8775
H -22.2981 -6.1784 16.8902
H -21.9764 -6.1374 18.6392
H -19.6597 -8.8844 18.5802
H -20.8497 -8.2140 19.4193
C -13.0855 -5.0761 25.8222
O -11.7955 -5.6313 25.8313
C -11.0246 -5.1585 24.7201
C -9.8706 -6.1151 24.4435
C -10.3177 -7.3086 23.6247
N -9.1992 -6.5726 25.6875
H -13.6477 -5.3796 24.9325
H -13.0263 -3.9842 25.9402
H -13.6666 -5.4351 26.6740
H -11.6869 -5.1316 23.8462
H -10.7021 -4.1383 24.9768
H -9.0892 -5.5324 23.9439
H -9.4620 -7.8969 23.2820
H -10.7751 -7.0052 22.6796
H -10.9559 -7.9270 24.2568
H -9.3091 -5.8261 26.3699
H -9.7421 -7.3320 26.0905
C -16.2255 -11.1007 23.8451
O -16.5348 -12.4778 23.9549
C -16.2726 -12.9947 25.2340
C -17.0446 -14.2942 25.4182
C -18.5484 -14.1300 25.1239
N -16.7990 -14.8020 26.7477
H -16.7669 -10.5621 24.6309
H -16.6439 -10.7517 22.8998
H -15.1534 -10.8880 23.8453
H -15.2218 -13.3240 25.2775
H -16.4192 -12.2686 26.0403
H -16.6527 -15.0121 24.6936
H -18.8944 -13.3162 25.7760
H -19.1025 -15.0171 25.4377
H -18.8235 -13.8962 24.0980
H -16.9806 -15.7918 26.8336
H -17.3192 -14.3503 27.4882
C -19.9723 1.0743 16.4897
O -19.2450 0.0341 17.0978
C -20.0323 -1.1012 17.3305
C -19.2184 -2.1392 18.0788
C -18.2020 -2.7746 17.1378
N -20.1130 -3.2649 18.5037
H -20.8430 1.3879 17.0861
H -20.3762 0.7092 15.5367
H -19.3345 1.9475 16.4050
H -20.9251 -0.8583 17.9341
H -20.4275 -1.4810 16.3725
H -18.7960 -1.6917 18.9778
H -17.4919 -2.0842 16.6907
H -18.7727 -3.3029 16.3668
H -17.6420 -3.5884 17.6094
H -20.7790 -3.3656 17.7322
H -20.7764 -2.9274 19.2078
C -18.0966 -5.9570 11.5925
O -16.9318 -6.0020 12.3837
C -16.0778 -4.8684 12.2762
C -15.3406 -4.7420 13.5927
C -16.2906 -4.5286 14.7655
N -14.3228 -3.6676 13.4846
H -18.4843 -4.9429 11.4573
H -18.8446 -6.5291 12.1492
H -17.9892 -6.4138 10.6042
H -15.3641 -5.0391 11.4649
H -16.6499 -3.9502 12.0965
H -14.6876 -5.6029 13.7437
H -15.8327 -4.8593 15.6997
H -17.2011 -5.1192 14.6686
H -16.5903 -3.4836 14.8546
H -14.0273 -3.4068 14.4199
H -14.7093 -2.8152 13.0877
C -8.9598 -6.0639 15.3199
O -9.4750 -5.0915 16.2053
C -10.0299 -5.6250 17.3823
C -11.3225 -6.4169 17.2140
C -12.3122 -5.5602 16.4162
N -11.8855 -6.7832 18.5028
H -8.2376 -6.7160 15.8218
H -8.5079 -5.5302 14.4892
H -9.7756 -6.6878 14.9316
H -9.2882 -6.1969 17.9633
H -10.2005 -4.7611 18.0399
H -11.0209 -7.3205 16.6720
H -13.3445 -5.9141 16.4960
H -12.0644 -5.2490 15.4023
H -12.3990 -4.6517 17.0352
H -12.5369 -6.0767 18.8225
H -12.4387 -7.6209 18.3469
C -12.7889 -11.8815 19.1931
O -11.5016 -11.5094 19.5816
C -11.3458 -10.1095 19.6703
C -9.9460 -9.7572 20.0947
C -9.6484 -10.1929 21.5227
N -9.6969 -8.3065 20.0143
H -13.5024 -11.7533 20.0264
H -12.8046 -12.9325 18.9176
H -13.1424 -11.2328 18.3806
H -11.6107 -9.6490 18.7103
H -12.0596 -9.7146 20.4191
H -9.1563 -10.1776 19.4650
H -9.8798 -11.2544 21.6720
H -10.3282 -9.6674 22.2021
H -8.5958 -10.1116 21.7828
H -10.1518 -7.8774 19.2059
H -10.2054 -7.8063 20.7449
N -15.0964 -10.0734 15.8536
C -14.2842 -8.9881 16.0759
N -14.4161 -7.9807 15.1654
O -13.4133 -9.0284 16.9353
H -15.0461 -10.8656 16.4655
H -15.7948 -10.0910 15.1333
H -14.9925 -8.1268 14.3573
H -13.8186 -7.1806 15.2705
N -14.4438 -1.1554 22.4793
C -14.0853 -2.4036 22.0632
N -13.4438 -3.1839 22.9773
O -14.2958 -2.8168 20.9222
H -14.8360 -0.5727 21.7638
H -14.2948 -0.8028 23.4050
H -13.2501 -4.1630 22.8018
H -13.0497 -2.7701 23.8043
N -19.0747 -4.3946 21.2747
C -17.6911 -4.3482 21.4243
N -17.0463 -3.6577 20.4451
O -17.1080 -4.8719 22.3558
H -19.6166 -4.3250 22.1174
H -19.4114 -3.8919 20.4632
H -16.0400 -3.5681 20.5031
H -17.5048 -3.3601 19.6037
*
```

Results
HOMO-LUMO gap ... 0.31276 Ha
Calculated total energy ... -89163.6319 eV
Molar mass ... 982.41 g mol⁻¹
Strongest force on any atom ... 1.54 eV Å⁻¹
HOMO energy ... -8.32 eV

Atomic partial charges in e from the Mulliken method, atoms 1 to 8: C -0.30; O -0.34; C -1.26; C 0.80; C -0.48; N -0.82; H -0.03; H 0.34